No. 1
The following is a quantum chemistry calculation of a structure of composition C27H44Br2F3N7O4S at a distorted geometry, from OMol25.

Last column: Mulliken charge in e.
Positions of all 88 atoms, in Å:
C (1.025, -1.055, 1.403)  -0.7143
C (-0.496, -1.580, 1.466)  -1.1513
C (-0.887, -1.956, -0.012)  0.4720
C (-1.498, -0.869, -0.914)  -0.1380
C (-1.790, 0.575, -0.402)  -1.7539
C (-0.539, 1.564, -0.462)  0.4182
C (-0.661, 2.572, 0.741)  -0.1934
F (-0.450, 1.915, 1.976)  -0.2255
Br (-2.501, 3.347, 0.716)  -0.0378
C (0.331, 3.803, 0.684)  0.6733
F (-0.082, 4.697, 1.689)  -0.2415
F (1.635, 3.484, 0.979)  -0.2187
Br (0.213, 4.848, -0.996)  -0.0991
C (-1.798, -1.271, -2.298)  -0.3194
C (-2.380, -0.272, -3.359)  -0.8758
C (-1.307, 0.746, -3.945)  -0.9560
N (0.023, 0.667, -3.293)  0.9659
C (0.892, -0.394, -3.940)  -0.5853
C (1.889, -0.907, -2.782)  -0.5484
C (0.791, 1.901, -3.494)  0.2401
C (0.569, 2.872, -4.719)  -1.2373
O (1.651, 2.216, -2.690)  -0.5005
C (-1.541, -2.690, -2.727)  0.5993
N (-1.779, -3.280, -3.954)  -0.2999
S (-1.369, -4.896, -3.929)  0.0825
N (-0.831, -5.069, -2.348)  -0.7790
C (-0.979, -3.792, -1.834)  0.7202
C (-0.646, -3.321, -0.449)  0.6227
N (-0.079, -4.309, 0.466)  -0.6840
H (1.588, -1.265, 2.347)  0.2186
H (1.514, -1.583, 0.531)  0.3064
H (1.051, 0.045, 1.181)  0.0594
H (-0.532, -2.515, 2.096)  0.4577
H (-1.137, -0.769, 1.899)  0.2695
H (-2.601, 1.041, -1.024)  0.6667
H (-2.109, 0.480, 0.674)  0.7323
H (-0.678, 2.177, -1.399)  0.0441
H (0.447, 1.036, -0.519)  0.0932
H (-3.324, 0.236, -3.009)  0.4330
H (-2.706, -0.913, -4.234)  0.0349
H (-1.707, 1.787, -3.728)  0.3524
H (-1.219, 0.697, -5.073)  0.1970
H (0.263, -1.257, -4.282)  0.2022
H (1.488, 0.103, -4.752)  0.6042
H (1.932, -2.025, -2.723)  0.3043
H (2.891, -0.448, -3.032)  0.2916
H (1.589, -0.436, -1.802)  -0.1547
H (0.173, 2.362, -5.637)  0.2800
H (-0.121, 3.693, -4.354)  0.2496
H (1.558, 3.383, -4.912)  0.3986
H (-0.819, -4.736, 1.033)  0.2718
H (0.595, -3.881, 1.101)  0.3068
C (-0.414, -1.348, 5.517)  0.0187
O (0.075, -2.410, 5.169)  -0.6032
N (0.232, -0.160, 5.532)  0.3586
C (-0.415, 1.068, 5.959)  -0.6578
C (1.617, -0.114, 5.107)  -0.4525
H (-1.460, -1.275, 5.858)  0.3162
H (-0.397, 1.786, 5.135)  0.2126
H (0.129, 1.480, 6.814)  0.2253
H (-1.450, 0.883, 6.249)  0.3446
H (1.688, -0.468, 4.079)  -0.2926
H (2.211, -0.774, 5.743)  0.2896
H (2.004, 0.902, 5.171)  0.4095
C (2.737, 1.189, 8.179)  0.2320
O (1.789, 1.901, 7.897)  -0.6956
N (3.858, 1.599, 8.816)  0.1014
C (4.947, 0.693, 9.120)  -0.9297
C (3.971, 2.993, 9.208)  -0.9325
H (2.752, 0.116, 7.927)  0.2133
H (5.103, 0.668, 10.201)  0.3350
H (5.856, 1.048, 8.629)  0.3475
H (4.724, -0.315, 8.769)  0.3091
H (3.150, 3.245, 9.881)  0.2956
H (3.899, 3.623, 8.319)  0.2940
H (4.922, 3.171, 9.707)  0.3733
C (-4.136, -0.364, -7.482)  0.0415
O (-4.276, 0.036, -6.341)  -0.5129
N (-3.199, -1.256, -7.885)  0.1871
C (-3.088, -1.688, -9.264)  -0.9460
C (-2.278, -1.794, -6.900)  -0.6651
H (-4.784, -0.017, -8.303)  0.2446
H (-3.227, -2.770, -9.312)  0.3247
H (-2.095, -1.432, -9.641)  0.3217
H (-3.841, -1.203, -9.885)  0.3052
H (-2.843, -2.304, -6.120)  0.3351
H (-1.720, -0.971, -6.446)  -0.0025
H (-1.585, -2.493, -7.366)  0.3993

Results
- electronic energy (hartree) = -7585.17966
- HOMO energy (eV) = -8.1
- LUMO energy (hartree) = -0.023
- total charge = 0


No. 2
The following is a quantum chemistry calculation of a structure of composition C53H32F15GeN5O6S4W at a distorted geometry, from OMol25.

Last column: Löwdin spin population.
Positions of all 117 atoms, in Å:
W (0.200, -0.444, 0.226)  0.6081
C (-2.867, 0.850, -0.175)  0.0058
C (-2.028, -0.396, -0.359)  0.0368
O (-1.614, -1.083, 0.694)  0.0329
N (-2.366, -1.132, -1.449)  0.1264
C (-1.998, -0.715, -2.789)  0.0137
C (-0.579, -1.246, -3.104)  0.0139
C (-0.530, -2.422, -4.151)  0.0021
C (1.374, -2.254, -5.255)  0.0006
C (2.447, -1.642, -4.324)  0.0022
C (1.714, -0.527, -3.492)  0.0049
N (0.160, -1.332, -1.857)  0.0612
H (-2.410, 1.574, 0.485)  0.0001
H (-3.822, 0.531, 0.245)  -0.0005
H (-3.044, 1.316, -1.142)  0.0018
H (-2.234, -2.136, -1.306)  0.0027
H (-1.989, 0.373, -2.841)  0.0004
H (-2.729, -1.096, -3.501)  0.0027
H (-1.484, -2.929, -4.289)  0.0001
H (1.772, -2.534, -6.230)  0.0001
H (3.302, -1.228, -4.855)  0.0001
H (2.276, 0.409, -3.487)  0.0015
O (-0.064, -4.614, -6.324)  0.0001
C (0.232, -4.652, -5.017)  0.0001
O (0.056, -5.642, -4.373)  0.0002
C (0.740, -3.360, -4.373)  0.0006
C (1.804, -3.680, -3.359)  0.0009
C (2.795, -2.802, -3.415)  0.0001
C (1.402, -0.954, -2.070)  0.0513
C (0.281, -0.392, -4.067)  0.0038
C (0.083, -1.428, -5.178)  -0.0002
N (2.011, -0.801, -0.898)  0.0968
C (3.269, -0.429, -0.598)  0.3496
C (3.342, 0.276, 0.609)  0.0343
C (4.549, 0.647, 1.228)  0.0876
C (4.524, 1.425, 2.355)  0.0121
C (3.283, 1.849, 2.839)  0.0961
C (2.137, 1.434, 2.202)  0.0110
N (2.117, 0.639, 1.125)  0.1043
H (0.126, -3.774, -6.753)  0.0000
H (1.763, -4.574, -2.771)  0.0000
H (3.719, -2.838, -2.852)  0.0000
H (-0.048, 0.622, -4.257)  0.0005
H (-0.425, -1.112, -6.084)  -0.0001
H (4.109, -0.618, -1.249)  0.0177
H (5.478, 0.302, 0.796)  0.0025
H (5.439, 1.721, 2.850)  -0.0013
H (3.210, 2.492, 3.705)  0.0048
H (1.174, 1.765, 2.556)  -0.0006
O (-1.497, -3.785, -0.978)  0.0011
S (-0.322, -4.163, -0.248)  -0.0002
O (0.716, -4.873, -0.900)  -0.0007
N (0.332, -2.726, 0.479)  -0.0066
C (0.345, -2.905, 1.776)  0.0036
S (0.812, -1.547, 2.652)  -0.0027
C (-0.128, -4.176, 2.301)  0.0008
C (-0.137, -4.622, 3.614)  0.0016
C (-0.667, -5.878, 3.873)  -0.0002
C (-1.182, -6.663, 2.846)  0.0020
C (-1.186, -6.212, 1.528)  -0.0003
C (-0.657, -4.966, 1.291)  0.0011
H (0.285, -4.015, 4.404)  0.0000
H (-0.675, -6.253, 4.887)  0.0000
H (-1.572, -7.647, 3.067)  0.0001
H (-1.589, -6.817, 0.727)  0.0000
C (-0.722, 0.824, 4.453)  -0.0001
S (-1.603, 0.854, 2.868)  0.0008
O (-0.531, 0.976, 1.744)  0.0084
C (-2.243, 2.508, 3.163)  0.0006
C (-1.452, 3.645, 3.153)  0.0001
C (-2.002, 4.847, 3.563)  0.0000
C (-3.318, 4.896, 4.010)  0.0000
C (-4.099, 3.749, 4.021)  0.0001
C (-3.565, 2.546, 3.584)  0.0001
H (-0.086, 1.702, 4.541)  0.0000
H (-0.150, -0.087, 4.563)  0.0001
H (-1.499, 0.863, 5.216)  0.0000
H (-0.425, 3.604, 2.807)  0.0000
H (-1.401, 5.746, 3.547)  0.0000
H (-3.737, 5.830, 4.356)  0.0000
H (-5.120, 3.782, 4.374)  0.0000
H (-4.166, 1.644, 3.587)  0.0000
F (0.019, 5.798, 1.233)  0.0001
C (1.275, 5.344, 1.221)  0.0004
C (1.651, 4.360, 0.322)  0.0016
C (2.970, 3.944, 0.343)  0.0019
F (3.343, 3.007, -0.549)  0.0030
C (3.901, 4.474, 1.210)  0.0017
F (5.165, 4.059, 1.204)  -0.0001
C (3.496, 5.451, 2.110)  0.0010
F (4.365, 5.958, 2.963)  0.0002
C (2.178, 5.881, 2.125)  -0.0001
F (1.786, 6.801, 2.996)  0.0000
Ge (0.580, 3.716, -1.209)  0.0206
S (0.103, 1.551, -1.212)  0.1587
C (1.569, 4.284, -2.826)  0.0032
C (1.278, 3.700, -4.045)  0.0005
F (0.344, 2.731, -4.080)  0.0001
C (1.872, 4.093, -5.227)  0.0000
F (1.590, 3.469, -6.365)  0.0000
C (2.760, 5.159, -5.209)  0.0001
F (3.323, 5.569, -6.326)  0.0000
C (3.038, 5.804, -4.011)  0.0001
F (3.859, 6.842, -3.996)  0.0001
C (2.448, 5.357, -2.842)  0.0005
F (2.724, 6.004, -1.704)  0.0001
C (-1.165, 4.642, -1.279)  0.0033
C (-1.613, 5.502, -2.268)  0.0003
F (-0.837, 5.775, -3.318)  0.0000
C (-2.863, 6.098, -2.195)  0.0001
F (-3.275, 6.916, -3.150)  0.0000
C (-3.690, 5.833, -1.111)  0.0002
F (-4.880, 6.393, -1.037)  0.0001
C (-3.265, 4.974, -0.106)  0.0000
F (-4.044, 4.708, 0.940)  0.0000
C (-2.020, 4.398, -0.222)  0.0010
F (-1.583, 3.559, 0.736)  0.0013

Results
- 2S+1 = 3
- <S²> = 2.040
- electronic energy (hartree) = -7998.21546
- HOMO energy (alpha / beta) (eV) = -12.2 / -13.7
- LUMO energy (alpha / beta) (hartree) = -0.253 / -0.291
- total charge = +2


No. 3
The following is a quantum chemistry calculation of a structure of composition C4H16N2NiO10 at a distorted geometry, from OMol25.

Last column: Löwdin spin population.
Positions of all 33 atoms, in Å:
Ni (5.805, 7.686, 5.587)  1.8276
N (3.759, 8.205, 7.968)  0.0031
O (3.812, 8.778, 9.053)  0.0079
O (2.919, 7.341, 7.762)  -0.0006
O (4.615, 8.476, 7.102)  0.0364
N (5.296, 4.538, 6.716)  0.0040
O (4.562, 3.744, 6.140)  0.0013
O (5.512, 5.642, 6.256)  0.0188
O (5.909, 4.231, 7.709)  0.0010
C (3.647, 6.393, 3.657)  0.0024
O (4.173, 7.577, 4.262)  0.0230
H (3.437, 5.642, 4.419)  0.0000
H (2.786, 6.612, 3.026)  0.0010
H (4.383, 5.907, 3.016)  0.0000
H (3.527, 8.262, 4.074)  0.0013
C (8.524, 7.189, 4.097)  0.0024
O (7.171, 6.836, 4.285)  0.0187
H (9.018, 6.790, 4.983)  -0.0001
H (8.928, 6.767, 3.177)  0.0009
H (8.625, 8.270, 4.002)  0.0001
H (7.022, 6.040, 3.768)  0.0010
C (7.724, 7.280, 8.317)  0.0032
O (7.427, 7.850, 7.000)  0.0215
H (8.256, 7.947, 8.995)  0.0008
H (6.802, 7.068, 8.857)  0.0001
H (8.204, 6.306, 8.219)  0.0001
H (8.155, 8.454, 6.839)  0.0008
C (6.414, 10.071, 3.634)  0.0014
O (6.101, 9.762, 4.980)  0.0200
H (5.786, 10.853, 3.208)  0.0003
H (7.430, 10.456, 3.546)  0.0002
H (6.270, 9.190, 3.009)  0.0001
H (5.838, 10.592, 5.385)  0.0012

Results
- 2S+1 = 3
- <S²> = 2.003
- electronic energy (hartree) = -2531.90566
- energy relative to the best compared isomer or geometry (same formula, charge and spin) (kJ/mol) = 117.39
- HOMO energy (alpha / beta) (eV) = -8.2 / -8.2
- LUMO energy (alpha / beta) (hartree) = -0.017 / -0.017
- total charge = 0


Which formula does entry 1 have?
C27H44Br2F3N7O4S